The following is a DFT calculation (ωB97M-V/def2-TZVPD) of an isolated molecule of C17H21N5O2.

Last column: Löwdin charge in e.
Cartesian coordinates (Å):
O  -2.3688  1.3503  -2.8225  0.0667
C  -1.2133  1.5146  -2.4928  -0.5037
C  -0.7124  2.8661  -1.9623  -0.0900
O  0.4128  2.7867  -1.1141  -0.0427
C  0.2314  2.3263  0.1553  -0.2561
C  1.2985  2.5141  1.0351  -0.0008
C  1.1997  2.0918  2.3451  -0.0679
C  0.0523  1.4632  2.7980  -0.0386
C  -0.9967  1.2575  1.9117  -0.2018
N  -2.1323  0.5793  2.3649  -0.0475
C  -3.2528  0.1671  1.7135  -0.1297
N  -4.0172  -0.4590  2.5658  0.0232
N  -3.3761  -0.4332  3.7301  -0.0411
N  -2.2710  0.1675  3.6356  0.0491
C  -0.9228  1.6904  0.5930  0.0566
N  -0.2489  0.5869  -2.5935  0.0909
C  -0.4875  -0.7426  -3.1051  -0.1650
C  -0.6957  -1.7790  -1.9915  -0.1277
C  0.3716  -1.7696  -0.9291  -0.2559
C  0.0610  -1.6521  0.3551  -0.0543
C  1.0445  -1.7098  1.4818  -0.1793
C  2.3914  -2.2590  1.0231  -0.1950
C  2.7880  -1.5899  -0.2866  -0.1933
C  1.7934  -1.9728  -1.3791  -0.1544
H  -1.5450  3.3911  -1.4800  0.1416
H  -0.3842  3.4592  -2.8217  0.1441
H  2.1865  3.0031  0.6682  0.1203
H  2.0244  2.2503  3.0222  0.1118
H  -0.0437  1.1219  3.8157  0.1071
H  -3.4734  0.3239  0.6804  0.1211
H  -1.7478  1.5241  -0.0792  0.1059
H  0.6627  0.7952  -2.2144  0.1434
H  0.3535  -1.0236  -3.7437  0.1163
H  -1.3916  -0.6887  -3.7160  0.1227
H  -0.7285  -2.7658  -2.4617  0.1226
H  -1.6649  -1.6004  -1.5228  0.1137
H  -0.9740  -1.5218  0.6448  0.0990
H  0.6346  -2.3276  2.2848  0.1175
H  1.1772  -0.7024  1.8904  0.0919
H  3.1475  -2.0817  1.7896  0.1092
H  2.3146  -3.3367  0.8666  0.1173
H  3.7955  -1.8898  -0.5810  0.1095
H  2.7834  -0.5055  -0.1490  0.1121
H  1.9971  -1.3918  -2.2812  0.1042
H  1.9271  -3.0273  -1.6433  0.1272

The SMILES is O=C(COc1cccc(-n2cnnn2)c1)NCCC1=CCCCC1. As for the HOMO energy: -9.038 eV. For the largest force on an atom, the calculation gives 1.68 eV/A. The net charge is 0. The calculation puts the HOMO-LUMO gap at 9.243 eV.